[1]
Molecular formula: CH5S3
Method: DFT, ωB97M-V/def2-TZVPD

Last column: natural (NBO) charge in e.
Element x y z (Å)
S1 -2.505 -0.099 -0.931  -0.4613
H1 -3.389 0.953 -0.912  0.1633
C1 1.885 0.741 -1.024  -0.7266
S2 1.391 -0.692 0.089  -0.0520
S3 0.326 0.285 1.545  -0.7501
H2 2.692 1.347 -0.664  0.1893
H3 1.052 1.385 -1.347  0.2034
H4 2.236 0.168 -1.857  0.1871
H5 -1.286 -0.193 -0.336  0.2469

E_LUMO = 3.39 eV
relative energy (zero: lowest compared OMol25 entry of this formula, charge and spin) = 102.2 kJ/mol
molecular weight = 113.3 g/mol
charge = -1

[2]
Molecular formula: C17H53O13
Method: DFT, ωB97M-V/def2-TZVPD

Last column: Mulliken charge in e.
Element x y z (Å)
C1 -0.664 0.114 -0.110  0.5259
O1 0.097 0.362 0.911  0.4057
O2 -1.538 -0.801 -0.071  -0.5544
O3 -0.402 0.648 -1.232  0.7199
H1 -1.495 -1.304 0.652  -0.0228
C2 -0.267 3.330 -3.917  -0.8648
O4 -0.354 3.453 -5.267  -0.5915
H2 -1.108 3.120 -3.388  0.3213
H3 -0.308 4.142 -3.481  0.7699
H4 0.495 2.576 -3.346  -0.0022
H5 0.006 2.644 -5.648  0.3509
C3 -0.751 -3.826 1.594  -0.5234
O5 0.367 -4.156 0.886  -0.5905
H6 -1.541 -3.996 0.825  0.2794
H7 -0.634 -2.918 2.219  0.1475
H8 -0.748 -4.573 2.571  0.2418
H9 0.928 -3.325 0.920  0.4750
C4 -2.671 1.306 2.858  -0.7631
O6 -1.404 0.995 3.150  -0.6055
H10 -3.038 0.913 1.894  0.2470
H11 -2.961 2.323 2.957  0.3357
H12 -3.288 1.133 3.796  0.2845
H13 -0.911 0.651 2.351  0.0869
C5 2.587 2.702 -1.376  -0.3855
O7 2.241 1.420 -1.641  -0.4941
H14 1.852 3.238 -1.899  0.2049
H15 3.419 2.985 -1.894  0.3741
H16 2.969 2.739 -0.298  -0.0341
H17 1.324 1.413 -1.650  0.0138
C6 -3.768 -2.152 3.306  -0.8600
O8 -4.684 -2.345 2.308  -0.5254
H18 -2.918 -1.421 3.203  0.1034
H19 -3.169 -2.912 3.682  0.4133
H20 -4.290 -1.957 4.061  0.6036
H21 -5.390 -1.626 2.290  0.3098
C7 -0.836 3.912 0.447  -0.3637
O9 -1.414 3.231 -0.568  -0.5920
H22 -1.721 4.353 0.887  0.3397
H23 -0.027 4.798 0.148  0.1439
H24 -0.375 3.091 1.161  -0.0522
H25 -1.192 2.211 -0.641  0.0425
C8 -3.691 0.744 -2.790  -0.2214
O10 -3.715 0.265 -1.491  -0.5508
H26 -4.432 1.403 -2.769  0.3955
H27 -3.783 -0.135 -3.552  0.0935
H28 -2.725 1.066 -2.965  -0.0656
H29 -2.857 -0.218 -1.344  0.2996
C9 -1.754 -2.783 -3.990  -1.4995
C10 -0.529 -2.091 -3.281  1.5078
C11 0.753 -2.547 -4.019  -1.5735
O11 -0.515 -0.726 -3.430  -0.5045
H30 -1.988 -2.445 -5.115  0.2709
H31 -2.746 -2.414 -3.813  0.3838
H32 -1.496 -3.851 -3.974  0.3285
H33 -0.504 -2.311 -2.112  -0.1581
H34 0.619 -2.522 -5.102  0.4241
H35 0.768 -3.600 -3.774  0.4440
H36 1.730 -2.090 -3.608  0.2908
H37 -0.622 -0.396 -2.567  -0.1912
C12 3.861 -2.572 1.267  -1.8589
C13 2.891 -1.678 0.445  0.9305
C14 2.631 -2.084 -1.016  -1.6593
O12 1.618 -1.726 1.127  -0.5952
H38 3.519 -3.608 1.165  0.3186
H39 3.865 -2.353 2.304  0.4080
H40 4.858 -2.482 1.137  0.5442
H41 3.253 -0.692 0.321  0.4834
H42 3.539 -2.150 -1.465  0.6479
H43 2.046 -1.482 -1.650  -0.1726
H44 2.179 -2.973 -0.972  0.6087
H45 1.058 -0.825 1.032  -0.1430
C15 3.744 1.441 4.072  -1.5470
C16 2.299 1.514 3.496  1.0427
C17 1.587 2.724 3.858  -1.4170
O13 2.390 1.333 2.079  -0.3984
H46 4.020 0.418 3.968  0.3294
H47 3.747 1.790 5.045  0.4909
H48 4.293 2.297 3.554  0.2977
H49 1.654 0.571 4.033  0.1046
H50 0.805 2.996 3.329  0.4526
H51 2.289 3.513 3.348  0.2816
H52 1.385 2.906 4.993  0.2240
H53 1.564 1.280 1.566  0.0372

E_LUMO = 2.70 eV
relative energy (zero: lowest compared OMol25 entry of this formula, charge and spin) = 66.2 kJ/mol
molecular weight = 465.6 g/mol
charge = -1

[3]
Molecular formula: C22H64F3O28S8
Method: DFT, ωB97M-V/def2-TZVPD

Last column: Mulliken charge in e.
Element x y z (Å)
C1 12.938 48.483 -22.676  0.2369
F1 12.253 49.420 -23.322  -0.0690
F2 12.888 47.375 -23.423  -0.0195
F3 14.215 48.831 -22.550  0.2091
S1 12.263 48.170 -20.990  -0.2092
O1 10.856 47.875 -21.151  -0.5401
O2 13.064 47.083 -20.459  -0.1124
O3 12.529 49.442 -20.342  -0.3358
O4 10.352 43.938 -25.281  -0.6643
S2 10.896 44.008 -23.963  1.2980
O5 10.791 42.908 -23.056  -0.6658
O6 12.418 44.411 -24.095  -0.2442
C2 13.253 44.365 -22.883  0.3912
C3 14.250 43.254 -22.971  -1.5833
C4 10.248 45.478 -23.211  -0.4610
H1 12.627 44.325 -21.995  0.4338
H2 13.736 45.338 -22.924  -0.1978
H3 14.663 43.043 -23.954  0.3742
H4 13.737 42.311 -22.728  0.3491
H5 14.994 43.323 -22.180  0.3837
H6 10.504 45.460 -22.153  0.1752
H7 9.170 45.506 -23.343  0.5368
H8 10.737 46.344 -23.645  -0.1318
O7 15.157 42.380 -19.993  -0.5554
S3 15.235 42.944 -18.687  1.1380
O8 15.224 42.091 -17.540  -0.6784
O9 16.553 43.829 -18.652  -0.2521
C5 16.975 44.325 -17.356  -0.5553
C6 17.242 45.817 -17.501  -0.5405
C7 13.997 44.214 -18.564  -0.7662
H9 17.862 43.760 -17.077  0.3213
H10 16.214 44.174 -16.591  0.4380
H11 17.865 45.981 -18.375  0.0667
H12 17.641 46.241 -16.581  0.4031
H13 16.284 46.325 -17.636  0.1371
H14 12.996 43.800 -18.551  0.4701
H15 14.168 44.872 -19.415  0.0386
H16 14.237 44.777 -17.663  0.3632
O10 8.474 54.914 -25.369  -0.6352
S4 9.061 55.437 -24.184  1.1760
O11 8.272 55.939 -23.114  -0.6185
O12 10.009 54.340 -23.557  -0.2442
C8 10.698 53.462 -24.442  -0.5619
C9 11.331 52.311 -23.693  -0.2694
C10 10.213 56.692 -24.665  -0.9086
H17 11.500 53.996 -24.973  0.2401
H18 10.099 53.076 -25.268  0.3802
H19 11.898 51.745 -24.433  0.1269
H20 10.574 51.648 -23.271  0.4202
H21 11.989 52.629 -22.887  -0.1115
H22 10.921 56.246 -25.357  0.3089
H23 10.648 57.184 -23.802  0.3065
H24 9.624 57.438 -25.200  0.3599
O13 19.088 46.755 -20.338  -0.6053
S5 19.004 46.846 -21.751  1.0753
O14 18.751 45.718 -22.587  -0.6252
O15 17.902 47.968 -22.060  -0.1851
C11 17.463 48.066 -23.439  -0.1269
C12 17.340 49.521 -23.820  -0.7849
C13 20.420 47.724 -22.354  -0.9462
H25 16.505 47.561 -23.568  -0.2370
H26 18.159 47.553 -24.100  0.7550
H27 16.709 50.161 -23.209  -0.1515
H28 16.869 49.557 -24.806  0.2876
H29 18.333 49.963 -23.936  0.4532
H30 20.262 47.971 -23.402  0.3249
H31 21.287 47.072 -22.277  0.3988
H32 20.511 48.627 -21.758  0.2946
O16 14.259 54.416 -23.146  -0.7166
S6 14.941 53.174 -23.323  1.1817
O17 14.682 52.330 -24.442  -0.6081
O18 16.513 53.449 -23.371  -0.1817
C14 17.031 54.638 -22.767  -0.1509
C15 18.513 54.715 -23.052  -1.2901
C16 14.825 52.186 -21.860  -0.4218
H33 16.801 54.660 -21.699  0.3289
H34 16.580 55.530 -23.208  0.2953
H35 19.099 54.003 -22.471  0.2978
H36 18.852 55.709 -22.754  0.3931
H37 18.711 54.563 -24.111  0.3090
H38 13.748 52.182 -21.653  0.3609
H39 15.381 52.621 -21.037  0.4347
H40 15.032 51.154 -22.112  -0.4336
O19 18.167 50.052 -19.587  -0.6572
S7 16.979 49.809 -18.837  1.4166
O20 16.995 49.123 -17.584  -0.6595
O21 16.387 51.275 -18.565  -0.4335
C17 15.124 51.356 -17.868  0.2939
C18 15.241 52.256 -16.659  -1.5446
C19 15.734 49.118 -19.883  -0.2491
H41 14.852 50.356 -17.520  0.3675
H42 14.323 51.660 -18.542  0.0864
H43 15.514 53.269 -16.965  0.3387
H44 16.030 51.913 -15.991  0.3083
H45 14.271 52.251 -16.164  0.3883
H46 16.045 48.101 -20.114  0.3844
H47 15.739 49.755 -20.754  -0.5257
H48 14.807 49.063 -19.324  0.4729
O22 14.891 48.120 -25.671  -0.4831
S8 14.397 48.571 -26.931  1.1362
O23 15.288 49.134 -27.889  -0.7261
O24 13.669 47.378 -27.663  -0.3649
C20 12.630 46.641 -26.923  0.4219
C21 12.061 45.641 -27.884  -1.4460
C22 13.109 49.754 -26.656  -0.4578
H49 11.909 47.387 -26.595  0.1916
H50 13.140 46.175 -26.082  0.1055
H51 11.250 45.085 -27.405  0.3390
H52 12.749 44.840 -28.151  0.3401
H53 11.664 46.141 -28.765  0.3953
H54 12.289 49.353 -26.069  0.1146
H55 12.789 50.159 -27.611  0.4878
H56 13.578 50.539 -26.057  -0.0422
O25 8.474 50.334 -22.754  -0.5785
H57 8.369 49.605 -22.126  0.3544
H58 8.568 49.897 -23.605  0.2734
O26 11.709 50.800 -17.977  -0.6496
H59 12.144 50.336 -18.709  0.4034
H60 11.457 51.649 -18.351  0.3096
O27 8.152 47.931 -21.104  -0.7379
H61 9.108 47.851 -21.266  0.5808
H62 7.931 47.217 -20.503  0.2896
O28 11.153 46.265 -18.361  -0.6821
H63 11.905 46.414 -18.951  0.2303
H64 10.400 46.232 -18.957  0.3299

E_LUMO = 1.75 eV
molecular weight = 1090.3 g/mol
charge = -1

[4]
Molecular formula: C32H27I2N4OOs
Method: DFT, ωB97M-V/def2-TZVPD

Last column: natural (NBO) charge in e.
Element x y z (Å)
Os1 0.524 0.466 -0.152  0.8257
I1 -6.505 3.492 -0.851  0.1785
C1 -4.531 2.842 -0.980  -0.1786
C2 -3.800 3.056 -2.142  -0.2484
C3 -2.490 2.629 -2.208  -0.2059
I2 -1.403 2.956 -3.953  0.1861
C4 -1.857 1.968 -1.138  0.3562
O1 -0.583 1.616 -1.328  -0.7411
C5 -2.617 1.761 0.032  -0.1656
C6 -2.094 1.079 1.274  -0.2036
N1 -0.646 1.334 1.445  -0.5999
C7 -0.105 0.986 2.780  -0.2673
C8 1.146 0.142 2.714  0.2251
C9 1.744 -0.312 3.878  -0.2328
C10 2.881 -1.095 3.797  -0.1234
C11 3.396 -1.401 2.546  -0.2269
C12 2.758 -0.913 1.428  0.0698
N2 1.649 -0.156 1.503  -0.4456
C13 -3.937 2.211 0.092  -0.2098
H1 -4.247 3.556 -2.990  0.2444
H2 -2.225 -0.001 1.252  0.2009
H3 -2.643 1.455 2.142  0.2046
H4 -0.554 2.342 1.318  0.3995
H5 -0.868 0.466 3.361  0.2347
H6 0.130 1.903 3.326  0.2368
H7 1.311 -0.054 4.835  0.2391
H8 3.357 -1.463 4.696  0.2420
H9 4.281 -2.010 2.432  0.2457
H10 3.118 -1.125 0.431  0.2239
H11 -4.501 2.060 1.004  0.2215
C14 5.109 2.462 -2.467  -0.1836
C15 4.059 2.926 -1.691  -0.1871
C16 2.984 2.095 -1.416  -0.2302
C17 2.967 0.800 -1.916  0.1599
C18 4.012 0.332 -2.706  -0.2241
C19 5.081 1.168 -2.975  -0.1912
N3 1.843 -0.032 -1.590  -0.1541
N4 1.760 -1.119 -2.223  -0.1725
C20 0.652 -1.819 -1.767  0.0306
C21 0.256 -2.937 -2.421  -0.0696
C22 -0.966 -3.601 -2.075  -0.2698
C23 -1.693 -3.151 -1.044  -0.0655
C24 -1.204 -2.080 -0.119  -0.3072
C25 -0.077 -1.239 -0.658  0.0453
H12 5.947 3.110 -2.686  0.2286
H13 4.066 3.938 -1.311  0.2261
H14 2.143 2.480 -0.849  0.2055
H15 3.978 -0.674 -3.096  0.2443
H16 5.896 0.809 -3.588  0.2288
H17 0.849 -3.279 -3.261  0.2398
H18 -1.309 -4.431 -2.677  0.2375
H19 -2.650 -3.600 -0.813  0.2329
H20 -2.045 -1.467 0.204  0.2342
C26 -0.679 -2.754 1.176  -0.3810
C27 -1.721 -3.590 1.874  -0.0695
C28 -1.793 -4.967 1.687  -0.2063
C29 -2.781 -5.715 2.311  -0.1948
C30 -3.712 -5.093 3.130  -0.2037
C31 -3.647 -3.722 3.330  -0.2165
C32 -2.654 -2.980 2.707  -0.1666
H21 0.207 -3.349 0.937  0.2219
H22 -0.351 -1.972 1.868  0.2037
H23 -1.067 -5.458 1.048  0.2149
H24 -2.822 -6.785 2.159  0.2241
H25 -4.482 -5.676 3.617  0.2254
H26 -4.365 -3.232 3.974  0.2207
H27 -2.604 -1.907 2.874  0.1837

E_LUMO (alpha / beta) = -3.93 / -3.94 eV
molecular weight = 927.6 g/mol
charge = +1

[5]
Molecular formula: C43H36MoN2P2S4Te
Method: DFT, ωB97M-V/def2-TZVPD

Last column: Mulliken charge in e.
Element x y z (Å)
Mo1 -1.671 0.152 -0.894  0.3418
S1 -2.075 1.580 1.150  -0.1785
S2 -3.762 2.777 0.778  0.0040
S3 -3.514 3.196 -1.175  -0.0181
S4 -3.392 1.268 -1.973  -0.1905
C1 -0.844 -0.460 5.229  -0.7765
C2 -2.058 -1.008 4.849  -0.7515
C3 -2.262 -1.404 3.533  -0.7673
C4 -1.251 -1.230 2.596  0.5968
C5 -0.031 -0.668 2.978  -0.2153
C6 0.174 -0.300 4.295  -0.4685
P1 -1.459 -1.675 0.859  2.1469
C7 -0.141 -2.868 0.530  -0.0063
C8 0.243 -3.764 1.528  -0.5686
C9 1.238 -4.695 1.271  -0.7407
C10 1.857 -4.730 0.028  -0.7779
C11 1.486 -3.834 -0.964  -0.4376
C12 0.487 -2.904 -0.715  -0.1371
C13 -3.058 -2.503 0.695  0.6137
C14 -3.175 -3.872 0.473  -0.5906
C15 -4.431 -4.425 0.264  -0.7456
C16 -5.562 -3.620 0.272  -0.6135
C17 -5.449 -2.254 0.495  -0.7596
C18 -4.199 -1.695 0.705  -0.1356
H1 -0.683 -0.164 6.257  0.4364
H2 -2.845 -1.145 5.578  0.4694
H3 -3.204 -1.856 3.248  0.4266
H4 0.759 -0.536 2.246  0.1295
H5 1.129 0.104 4.601  0.4969
H6 -0.229 -3.730 2.502  0.5196
H7 1.532 -5.393 2.042  0.4516
H8 2.636 -5.456 -0.161  0.4496
H9 1.973 -3.852 -1.931  0.4144
H10 0.208 -2.194 -1.483  0.2072
H11 -2.295 -4.502 0.462  0.4493
H12 -4.527 -5.490 0.102  0.4526
H13 -6.537 -4.059 0.109  0.4229
H14 -6.330 -1.627 0.507  0.4679
H15 -4.119 -0.627 0.894  0.2942
Te1 -0.110 2.980 1.058  0.2274
C19 -0.102 3.529 3.076  0.3706
C20 -1.112 4.345 3.580  -0.4266
C21 -1.079 4.720 4.914  -0.6478
C22 -0.031 4.306 5.725  -0.5192
C23 0.984 3.509 5.214  -0.6482
C24 0.947 3.108 3.887  -0.2052
H16 -1.913 4.688 2.937  0.4431
H17 -1.862 5.349 5.314  0.4298
H18 0.000 4.616 6.761  0.4113
H19 1.803 3.199 5.850  0.4262
H20 1.725 2.471 3.483  0.4082
N1 -0.152 0.536 -1.641  0.0685
P2 1.292 0.904 -2.340  1.5864
C25 1.081 2.316 -3.399  0.2955
C26 0.101 3.261 -3.087  0.0709
C27 -0.031 4.388 -3.880  -0.7956
C28 0.807 4.568 -4.974  -0.5796
C29 1.775 3.623 -5.287  -0.7369
C30 1.915 2.490 -4.502  -0.3860
C31 1.828 -0.512 -3.284  0.3519
C32 0.948 -1.078 -4.208  -0.2731
C33 1.369 -2.144 -4.984  -0.8653
C34 2.663 -2.633 -4.848  -0.5427
C35 3.540 -2.063 -3.936  -0.8465
C36 3.126 -1.000 -3.147  -0.3569
C37 2.436 1.245 -1.011  0.0587
C38 2.551 0.318 0.025  -0.1223
C39 3.387 0.592 1.093  -0.8782
C40 4.096 1.789 1.130  -0.6088
C41 3.981 2.708 0.097  -0.8377
C42 3.151 2.439 -0.982  -0.5492
H21 -0.567 3.109 -2.247  -0.0602
H22 -0.791 5.122 -3.650  0.4756
H23 0.698 5.448 -5.593  0.4161
H24 2.416 3.765 -6.146  0.4449
H25 2.663 1.747 -4.751  0.4606
H26 -0.052 -0.674 -4.323  0.5190
H27 0.697 -2.585 -5.708  0.4747
H28 2.992 -3.459 -5.465  0.4469
H29 4.548 -2.443 -3.840  0.4573
H30 3.810 -0.557 -2.434  0.4379
H31 1.993 -0.613 -0.005  0.3969
H32 3.492 -0.128 1.894  0.4953
H33 4.748 2.001 1.966  0.4670
H34 4.541 3.633 0.127  0.4676
H35 3.055 3.158 -1.786  0.4474
N2 -2.653 -2.265 -2.836  -0.0521
C43 -2.298 -1.405 -2.154  0.1769
H36 -3.024 -2.959 -3.458  0.2933

E_LUMO = -6.12 eV
relative energy (zero: lowest compared OMol25 entry of this formula, charge and spin) = 0.0 kJ/mol
molecular weight = 994.5 g/mol
charge = +2

[6]
Molecular formula: CH3F3O
Method: DFT, ωB97M-V/def2-TZVPD

Last column: natural (NBO) charge in e.
Element x y z (Å)
F1 0.000 0.000 0.000  -0.3314
C1 0.969 -0.765 -0.535  0.8107
F2 0.933 -0.781 -1.839  -0.3211
F3 2.101 -0.215 -0.215  -0.3471
H1 1.199 -1.785 -0.164  0.1368
O1 1.865 -3.325 0.040  -0.9021
H2 1.325 -3.092 0.829  0.4740
H3 2.672 -2.768 0.120  0.4803

E_LUMO = 0.57 eV
relative energy (zero: lowest compared OMol25 entry of this formula, charge and spin) = 66.7 kJ/mol
SMILES = FC(F)F.O
molecular weight = 88.0 g/mol

The following calculated total energy values (in eV) correspond, in order, to the records above: -33624.245 -45096.893 -176018.293 -60292.282 -119212.666 -11284.987.